Record 1
Below is a 2-piece molecular cluster, C8H12N4 overall in a non-equilibrium geometry, with properties calculated with ωB97M-V with the def2-TZVPD basis set.

Calculated values
Highest occupied orbital energy (spin up / spin down): -18.0 / -18.0 eV
Electronic energy: -530.232503 a.u.
Orbital gap (spin up / spin down): 7.204 / 6.934 eV
Total charge: +2
Energy relative to the best compared isomer or geometry (same formula, charge and spin): 584.2 kJ/mol
Molecular weight: 164.2 g mol⁻¹

CARTESIAN COORDINATES (ANGSTROEM)
C 3.34 0.92 1.50
C -2.66 1.29 -1.02
C 1.93 0.83 1.19
C -1.47 0.55 -0.71
C 3.97 0.31 0.43
C -3.68 0.78 -0.25
C 3.16 -0.93 -1.51
C -3.85 -1.42 0.96
N 1.82 0.32 0.02
N -1.84 -0.41 0.04
N 2.99 -0.05 -0.42
N -3.18 -0.40 0.22
H 3.83 1.29 2.40
H -2.88 2.23 -1.61
H 1.07 1.18 1.76
H -0.42 0.63 -1.00
H 5.05 0.13 0.40
H -4.69 0.97 -0.40
H 2.23 -1.40 -1.71
H 3.48 -0.30 -2.52
H 4.01 -1.58 -1.35
H -4.99 -1.09 0.98
H -3.71 -2.48 0.53
H -3.52 -1.36 2.08

---

Record 2
Below is an isolated ion of composition C8H12N4O2 and charge +2 in a non-equilibrium geometry, with properties calculated with ωB97M-V with the def2-TZVPD basis set.

Calculated values
Highest occupied orbital energy (spin up / spin down): -16.2 / -17.4 eV
Electronic energy: -680.711509 a.u.
SMILES: CN1C2=NCCC=C2OCC(=[NH2+])[N+]1=O
Orbital gap (spin up / spin down): 4.786 / 7.350 eV
Total charge: +2
Energy relative to the best compared isomer or geometry (same formula, charge and spin): 287.4 kJ/mol
Molecular weight: 196.2 g mol⁻¹

CARTESIAN COORDINATES (ANGSTROEM)
C -1.64 -1.82 -0.95
N -0.45 -1.10 -0.62
C -0.61 0.10 0.29
N -1.75 0.14 0.85
C -2.23 1.18 1.63
C -1.34 2.42 1.77
C 0.00 2.24 1.18
C 0.39 1.13 0.49
O 1.65 1.08 0.00
C 2.33 -0.15 -0.03
C 1.92 -1.04 -1.16
N 2.77 -1.55 -2.00
N 0.60 -1.44 -1.36
O 0.41 -2.26 -2.27
H -1.97 -1.59 -1.97
H -1.42 -2.89 -0.94
H -2.42 -1.57 -0.24
H -2.51 0.74 2.60
H -3.22 1.44 1.21
H -1.22 2.69 2.82
H -1.80 3.31 1.33
H 0.71 3.05 1.29
H 2.22 -0.69 0.92
H 3.39 0.12 -0.14
H 3.77 -1.35 -1.99
H 2.41 -2.19 -2.72

---

Record 3
Below is an isolated ion of composition C8H12NO2 and charge +1 in a non-equilibrium geometry, with properties calculated with ωB97M-V with the def2-TZVPD basis set.

Calculated values
Highest occupied orbital energy: -15.0 eV
Electronic energy: -516.891272 a.u.
SMILES: O=C=[N+]1CCC[C@H]2CO[C@@H]1C2
Orbital gap: 10.924 eV
Total charge: +1
Energy relative to the best compared isomer or geometry (same formula, charge and spin): 269.7 kJ/mol
Molecular weight: 154.2 g mol⁻¹

CARTESIAN COORDINATES (ANGSTROEM)
O 3.72 0.25 -0.22
C 2.59 0.30 -0.01
N 1.52 0.47 0.56
C 0.41 1.66 0.39
C -0.66 1.55 -0.90
C -1.71 0.46 -0.61
C -1.16 -0.88 -0.19
C 0.08 -1.49 -1.04
O 1.16 -1.75 -0.19
C 1.06 -1.07 0.93
C -0.56 -0.99 1.22
H 1.00 2.56 0.17
H 0.03 1.95 1.36
H 0.00 1.45 -1.88
H -1.15 2.51 -0.78
H -2.62 0.40 -1.27
H -2.21 0.87 0.24
H -2.00 -1.54 -0.17
H -0.07 -2.49 -1.40
H 0.48 -0.69 -1.61
H 1.73 -1.04 1.80
H -0.86 -0.43 2.10
H -0.77 -2.05 1.50

---

Record 4
Below is an isolated ion of composition C8H12NO2 and charge +1 in a non-equilibrium geometry, with properties calculated with ωB97M-V with the def2-TZVPD basis set.

Calculated values
Highest occupied orbital energy: -11.8 eV
Electronic energy: -516.717063 a.u.
SMILES: C=C1/C=C\C=C(\[NH2+]C)OOC1
Orbital gap: 7.502 eV
Total charge: +1
Energy relative to the best compared isomer or geometry (same formula, charge and spin): 727.1 kJ/mol
Molecular weight: 154.2 g mol⁻¹

CARTESIAN COORDINATES (ANGSTROEM)
C 0.90 0.09 -1.43
C 1.99 -0.01 -0.33
C 2.05 0.96 0.56
C 0.98 2.00 0.65
C -0.31 1.52 0.51
C -0.46 0.04 0.18
N -1.67 -0.47 -0.46
C -2.92 -0.23 0.25
O 0.12 -0.77 1.08
O 0.80 -1.83 0.37
C 2.14 -1.42 0.07
H 0.80 0.89 -2.02
H 0.58 -0.90 -1.82
H 2.69 0.85 1.34
H 1.15 2.99 1.21
H -1.11 2.23 0.50
H -1.84 -0.07 -1.53
H -1.47 -1.51 -0.63
H -2.95 0.82 0.41
H -3.76 -0.59 -0.39
H -2.85 -0.91 1.08
H 2.50 -2.15 -0.53
H 2.66 -1.53 0.92

---

Record 5
Below is one molecule with the formula C8H12NO2P in a non-equilibrium geometry, with properties calculated with ωB97M-V with the def2-TZVPD basis set.

Calculated values
Highest occupied orbital energy: -7.4 eV
Electronic energy: -858.556086 a.u.
SMILES: CC(c1ccccc1)=P(N)(O)O
Orbital gap: 7.561 eV
Energy relative to the best compared isomer or geometry (same formula, charge and spin): 320.8 kJ/mol
Molecular weight: 185.2 g mol⁻¹

CARTESIAN COORDINATES (ANGSTROEM)
C 0.04 2.22 0.00
C 0.12 0.86 -0.54
C -0.78 -0.01 0.19
C -0.49 -1.21 0.78
C -1.53 -2.07 1.18
C -2.79 -1.69 0.97
C -3.14 -0.42 0.58
C -2.16 0.49 0.18
P 1.98 0.20 -0.68
N 3.55 -0.35 0.03
O 2.66 1.12 -1.83
O 1.78 -1.18 -1.51
H -0.13 2.19 1.05
H 1.06 2.80 -0.28
H -0.65 2.82 -0.57
H 0.55 -1.54 0.84
H -1.29 -3.00 1.57
H -3.57 -2.42 1.29
H -4.18 -0.24 0.51
H -2.29 1.48 -0.28
H 4.29 -0.23 -0.62
H 3.81 0.44 0.86
H 2.18 1.30 -2.55
H 0.99 -1.54 -1.16

---

Record 6
Below is C8H12NO3P as an isolated structure in a non-equilibrium geometry, with properties calculated with ωB97M-V with the def2-TZVPD basis set.

Calculated values
Highest occupied orbital energy: -9.1 eV
Electronic energy: -933.824016 a.u.
Orbital gap: 9.449 eV
Energy relative to the best compared isomer or geometry (same formula, charge and spin): 0.0 kJ/mol
Molecular weight: 201.2 g mol⁻¹

CARTESIAN COORDINATES (ANGSTROEM)
C -1.56 2.17 -0.20
C -2.25 1.83 0.93
C -1.16 1.20 -1.12
C -2.72 0.51 1.10
C -1.63 -0.02 -0.94
C -2.36 -0.44 0.16
C 4.05 -1.39 -0.54
C -2.70 -1.82 0.46
N -2.10 -2.85 0.15
O 1.03 -0.46 0.78
O 1.82 1.86 1.06
O 3.46 -0.18 -0.88
P 1.48 0.67 -0.03
H -1.32 3.19 -0.40
H -2.38 2.74 1.56
H -0.65 1.45 -2.02
H -3.13 0.17 2.03
H -1.09 -0.77 -1.66
H 3.30 -2.08 -0.23
H 4.87 -1.27 0.19
H 4.53 -1.97 -1.27
H -3.60 -1.84 0.96
H -1.22 -2.66 -0.34
H 3.74 0.39 -1.73
H 1.58 1.58 2.01

---

Record 7
Below is an isolated ion of composition C8H12NO5 and charge +1 in a non-equilibrium geometry, with properties calculated with ωB97M-V with the def2-TZVPD basis set.

Calculated values
Highest occupied orbital energy: -12.3 eV
Electronic energy: -742.587724 a.u.
SMILES: COC1=C[NH2+][C@@](O)(C=O)C(OC)=C1O
Orbital gap: 8.547 eV
Total charge: +1
Energy relative to the best compared isomer or geometry (same formula, charge and spin): 144.8 kJ/mol
Molecular weight: 202.2 g mol⁻¹

CARTESIAN COORDINATES (ANGSTROEM)
C -3.81 -0.70 -0.57
O -2.72 0.16 -0.75
C -1.62 -0.02 0.04
C -1.13 -1.21 0.54
N 0.21 -1.09 1.20
C 1.22 -0.43 0.37
O 2.48 -0.64 0.95
C 1.17 -1.30 -1.26
O 2.07 -1.96 -1.68
C 0.69 0.99 0.25
O 1.52 2.11 0.29
C 2.91 1.88 -0.15
C -0.68 1.08 0.03
O -1.27 2.29 -0.04
H -3.46 -1.70 -0.36
H -4.39 -0.65 -1.49
H -4.45 -0.44 0.30
H -1.61 -2.06 0.80
H 0.19 -0.61 2.12
H 0.54 -2.10 1.17
H 2.71 -1.48 0.55
H 0.23 -0.95 -1.77
H 3.51 2.80 0.15
H 2.98 1.99 -1.21
H 3.27 1.05 0.45
H -0.56 2.99 0.04

---

Record 8
Below is one molecule with the formula C8H12NOP in a non-equilibrium geometry, with properties calculated with ωB97M-V with the def2-TZVPD basis set.

Calculated values
Highest occupied orbital energy: -8.4 eV
Electronic energy: -783.309102 a.u.
SMILES: CP(C)c1cccc(N)c1O
Orbital gap: 9.231 eV
Energy relative to the best compared isomer or geometry (same formula, charge and spin): 126.7 kJ/mol
Molecular weight: 169.2 g mol⁻¹

CARTESIAN COORDINATES (ANGSTROEM)
C -1.94 0.25 -2.33
P -1.03 -1.04 -1.37
C -2.14 -1.57 0.04
C -0.11 0.10 -0.29
C -0.38 1.41 -0.07
C 0.59 2.17 0.66
C 1.62 1.61 1.27
C 1.93 0.22 1.18
N 3.12 -0.31 1.85
C 1.21 -0.55 0.43
O 1.41 -1.87 0.22
H -2.14 1.15 -1.87
H -2.69 -0.26 -2.89
H -1.29 0.57 -3.15
H -2.81 -0.89 0.37
H -1.42 -2.02 0.63
H -2.81 -2.54 -0.18
H -1.20 1.93 -0.45
H 0.47 3.28 0.72
H 2.50 2.19 1.60
H 2.69 -0.64 2.76
H 3.51 -1.07 1.42
H 0.92 -2.15 -0.55

---

Record 9
Below is a 2-piece molecular cluster, C8H12NOS2 overall in a non-equilibrium geometry, with properties calculated with ωB97M-V with the def2-TZVPD basis set.

Calculated values
Highest occupied orbital energy: -4.0 eV
Electronic energy: -1238.415299 a.u.
Orbital gap: 7.093 eV
Total charge: -1
Molecular weight: 202.3 g mol⁻¹

CARTESIAN COORDINATES (ANGSTROEM)
C -2.95 -1.04 -0.45
C -2.85 1.53 -0.40
C 0.53 -2.39 0.35
C 0.30 -1.12 0.51
C -0.25 -0.65 1.78
C 2.30 1.54 -1.24
C 0.60 -0.02 -0.40
C 1.94 0.69 -0.08
N -2.70 0.12 -0.49
O -2.22 2.24 -1.18
S -3.34 -2.56 -0.64
S -3.70 2.04 0.92
H 1.03 -2.76 -0.55
H 0.25 -3.15 0.98
H -1.15 -0.04 1.56
H 0.45 0.00 2.24
H -0.58 -1.33 2.55
H 1.90 1.12 -2.08
H 3.36 1.69 -1.42
H 1.83 2.55 -1.32
H 0.88 -0.41 -1.33
H -0.19 0.73 -0.44
H 1.94 1.39 0.91
H 2.62 -0.18 0.22

---

Record 10
Below is a 2-piece molecular cluster, C8H12NP overall in a non-equilibrium geometry, with properties calculated with ωB97M-V with the def2-TZVPD basis set.

Calculated values
Highest occupied orbital energy (spin up / spin down): -8.2 / -8.2 eV
Electronic energy: -707.938045 a.u.
Orbital gap (spin up / spin down): 8.075 / 8.087 eV
Energy relative to the best compared isomer or geometry (same formula, charge and spin): 396.1 kJ/mol
Molecular weight: 153.2 g mol⁻¹

CARTESIAN COORDINATES (ANGSTROEM)
C -1.81 -0.08 -2.89
C -1.97 -1.23 -2.10
C -0.98 1.00 -2.61
C -1.22 -1.12 -0.92
C -0.27 1.06 -1.37
C -0.36 -0.05 -0.57
C 1.28 1.27 1.55
C 2.07 -1.25 0.52
N -0.52 -2.04 2.88
P 0.52 -0.33 1.02
H -2.52 0.03 -3.84
H -2.82 -1.94 -2.11
H -1.03 1.93 -3.24
H -1.40 -1.79 -0.05
H 0.20 2.04 -0.99
H 0.56 2.05 1.38
H 1.24 1.04 2.64
H 2.23 1.61 1.10
H 2.61 -1.60 1.47
H 1.73 -2.10 -0.05
H 2.77 -0.55 0.14
H -0.15 -2.80 2.27